# 1
Density functional theory data (ωB97M-V with the def2-TZVPD basis set) for C26H71NNa3O12 as an isolated structure.

Structure (ORCA input):
```
! RIJCOSX wB97M-V def2-TZVPD def2/J DEFGRID3
* xyz 1 1
Na -3.17699 -2.55684 1.76237
Na -1.18092 -2.88978 4.51581
Na -0.56766 -4.43180 1.06955
O -0.60095 -2.81533 -0.99819
C -0.32472 -1.56752 -0.39292
C 0.00158 -1.38084 1.17240
O -0.80224 -2.07045 2.16817
H -1.21500 -0.99223 -0.64699
H 0.51720 -1.22362 -0.99375
H -0.12813 -0.31196 1.34201
H 1.02514 -1.71628 1.33945
C -1.44987 2.98793 2.54464
C -1.94928 3.49290 1.20348
C -3.28751 2.70373 0.88010
C -4.03982 3.33553 -0.23367
C -4.45942 4.75941 0.18424
C -3.23373 5.68453 0.45538
N -2.19605 4.96846 1.23017
O -1.01632 5.66833 1.36411
C -2.71365 6.05665 -0.94446
C -3.75217 6.87732 1.25148
C -0.93237 3.01690 0.15406
H -0.69785 3.64600 2.97997
H -1.15709 1.93876 2.50427
H -2.19557 3.09201 3.33280
H -3.14951 1.62993 0.75363
H -3.91554 2.75547 1.76949
H -4.96957 2.79892 -0.42268
H -3.42797 3.40158 -1.13333
H -5.15510 4.78725 1.02291
H -4.97518 5.16179 -0.68764
H -1.90018 6.78216 -0.94630
H -2.39980 5.22558 -1.57606
H -3.47922 6.61075 -1.48756
H -2.97118 7.62892 1.36657
H -4.63796 7.35674 0.83478
H -4.09111 6.65137 2.26250
H -1.15737 3.43815 -0.82574
H -0.79847 1.93556 0.18348
H 0.03959 3.50415 0.23138
H -0.57550 5.65215 0.51147
O -2.04507 -4.95247 -2.45093
H -1.66179 -4.23424 -1.94747
H -1.89054 -4.71404 -3.36499
O -2.67785 -0.14916 2.82295
H -1.93743 -0.67555 2.52141
H -2.37609 0.24208 3.64277
O -0.11905 -1.77394 -4.07451
H -0.81924 -2.42362 -4.13680
H 0.09148 -1.73669 -3.14150
O 0.76377 -4.50988 -2.84021
H 0.50915 -3.71427 -2.37285
H 0.10937 -5.15927 -2.58274
C 3.37726 -0.78878 4.44013
C 2.23954 0.23373 4.42008
C 2.27550 1.13928 3.20137
O 1.08276 -0.59296 4.42909
H 4.16356 -0.25569 4.97460
H 3.73203 -0.96511 3.42468
H 3.25639 -1.73399 4.96934
H 2.34430 0.92337 5.25765
H 1.27710 1.57542 3.16846
H 2.57214 0.65759 2.26965
H 3.04101 1.90012 3.35373
H 0.94796 -0.97606 3.55923
C 5.27245 -2.89130 -1.89046
C 3.78374 -2.90059 -1.68055
C 3.08788 -2.25457 -2.88911
O 3.24917 -4.23956 -1.69150
H 5.63290 -1.88277 -2.09306
H 5.65157 -3.47193 -2.73144
H 5.81633 -3.26711 -1.02382
H 3.56708 -2.30218 -0.79564
H 3.34197 -2.85467 -3.76284
H 3.44682 -1.24282 -3.07787
H 2.00302 -2.29510 -2.79153
H 2.36541 -4.38790 -2.03582
C 1.38885 3.01718 -3.91188
C 1.32896 2.53737 -2.45306
C 1.81117 1.15442 -2.22582
O 2.11813 3.50320 -1.70021
H 2.19140 2.49027 -4.42801
H 1.70881 4.05870 -3.88101
H 0.42783 2.99866 -4.42589
H 0.28290 2.65357 -2.16961
H 1.77191 0.87415 -1.17320
H 2.84241 1.04806 -2.56246
H 1.16555 0.50193 -2.81365
H 3.01530 3.36073 -2.01066
C 3.39080 -3.67880 1.79731
C 4.76175 -4.31650 2.04356
C 5.69021 -3.31340 2.55681
O 4.61126 -5.36507 2.99390
H 3.52345 -2.77566 1.20162
H 2.88868 -3.52780 2.75291
H 2.68777 -4.24950 1.19056
H 5.23440 -4.72342 1.14962
H 6.72369 -3.64846 2.64487
H 5.49065 -3.11160 3.60921
H 5.61054 -2.36354 2.02811
H 4.27428 -6.11288 2.49508
C -3.76071 -2.09410 -3.14371
C -4.26729 -1.91793 -1.66896
C -5.73045 -2.35253 -1.60230
O -3.46850 -2.63579 -0.76938
H -2.72943 -2.41349 -3.29389
H -3.89037 -1.17581 -3.71645
H -4.30841 -2.87190 -3.67582
H -4.16589 -0.88639 -1.33169
H -6.29723 -1.70196 -2.26834
H -6.19396 -2.10111 -0.64834
H -5.96055 -3.37870 -1.88889
H -2.54460 -2.40005 -0.88087
*
```

Results
Calculated total energy (a.u.): -2477.4576
HOMO level (eV): -9.79
Kohn-Sham gap (eV): 4.292
LUMO (Ha): -0.2022



# 2
Density functional theory data (ωB97M-V with the def2-TZVPD basis set) for a 8-piece molecular cluster, C26H72BF4N6O7 overall.

Structure (ORCA input):
```
! RIJCOSX wB97M-V def2-TZVPD def2/J DEFGRID3
* xyz -1 1
B -0.87958 0.48361 -0.79538
F -1.43765 -0.78927 -0.71307
F -0.86923 0.87072 -2.16313
F -1.67905 1.38733 -0.06657
F 0.43883 0.53099 -0.31984
C -4.27169 -1.60148 -2.47760
C -4.59284 -0.12950 -2.30223
O -4.30501 0.32607 -1.00017
H -4.58616 -1.98931 -3.44886
H -4.81585 -2.20281 -1.73667
H -3.23452 -1.83594 -2.23269
H -5.65025 0.05874 -2.50296
H -4.03599 0.44082 -3.05755
H -3.35306 0.47524 -0.93944
C 2.61331 -2.10932 -0.14641
C 1.91355 -2.24248 1.22711
C 2.39035 -1.14820 2.16552
O 1.67817 -1.16751 3.39486
C 2.50447 -0.73065 4.44147
N 0.47996 -2.17903 1.01144
H 3.69595 -1.97643 0.04077
H 2.30666 -1.30474 -0.80342
H 2.49685 -3.08152 -0.62253
H 2.27715 -3.18704 1.64687
H 2.11712 -0.19137 1.68367
H 3.48023 -1.08738 2.25415
H 2.93536 0.26326 4.22579
H 3.39585 -1.37235 4.52129
H 1.96245 -0.68590 5.38244
H 0.20930 -1.32716 0.51616
H 0.21969 -2.82778 0.26935
C 0.63934 -4.87900 -2.14968
C 1.26553 -4.88939 -3.53619
C 2.33126 -3.80601 -3.64638
O 1.89851 -2.51713 -3.33175
C 0.88530 -2.01559 -4.18492
N 1.88260 -6.20311 -3.75309
H 0.05430 -4.02516 -1.80077
H 1.42194 -5.01788 -1.39631
H -0.01830 -5.74502 -2.01004
H 0.55341 -4.74435 -4.35005
H 2.87014 -3.89241 -4.60630
H 3.14146 -4.04209 -2.94201
H 0.59553 -1.03163 -3.81155
H -0.02430 -2.61534 -4.21395
H 1.33483 -1.82662 -5.16831
H 1.33725 -6.91623 -3.28876
H 2.82939 -6.29900 -3.40883
C 0.06332 3.74796 -2.28631
C -1.05887 4.76928 -2.04031
C -1.46087 5.31448 -3.40153
O -0.42942 6.14644 -3.89912
C -0.71658 6.71057 -5.15294
N -2.21259 4.09172 -1.43780
H -0.21467 2.97383 -3.00409
H 0.35627 3.12765 -1.43349
H 0.96710 4.25600 -2.64014
H -0.64725 5.58103 -1.44131
H -2.38713 5.89337 -3.26230
H -1.66248 4.50988 -4.11965
H -1.79299 6.89008 -5.24398
H -0.31900 6.10123 -5.97120
H -0.23133 7.68760 -5.22543
H -2.00234 3.94055 -0.45820
H -2.25874 3.15508 -1.82594
C 4.06484 0.70025 -2.97524
C 4.42060 1.37853 -1.62188
C 4.58342 2.84365 -1.84110
O 5.87356 3.11987 -2.37910
C 6.12576 4.48211 -2.46559
N 3.35877 1.18070 -0.62164
H 3.56331 -0.25576 -2.83220
H 5.01458 0.63342 -3.51091
H 3.37029 1.34311 -3.51944
H 5.33611 0.90955 -1.26113
H 4.36755 3.41257 -0.92917
H 3.87770 3.21230 -2.60047
H 6.41387 4.94235 -1.50761
H 5.26657 5.06457 -2.83093
H 6.94926 4.70522 -3.14724
H 3.33969 0.18725 -0.43835
H 2.47483 1.52334 -0.97447
C -3.32989 -2.77668 6.32922
C -2.43053 -2.95895 5.10678
C -3.12761 -2.67207 3.80303
O -2.31760 -2.90602 2.68709
C -3.02376 -2.65166 1.51574
N -1.15267 -2.21693 5.23682
H -2.78926 -2.91232 7.26221
H -4.17431 -3.47649 6.28163
H -3.83654 -1.80362 6.29911
H -2.22162 -4.03888 5.10295
H -3.54388 -1.65389 3.85740
H -3.99640 -3.34898 3.68935
H -3.28296 -1.59790 1.36285
H -3.93913 -3.26026 1.40677
H -2.40578 -2.93363 0.66219
H -0.89928 -2.39207 6.20992
H -1.42386 -1.23488 5.26261
C 0.16487 1.83134 3.24646
C -0.85646 0.83897 3.85750
C -2.14160 1.53362 4.22345
O -3.07686 0.59628 4.69951
C -4.23945 1.21364 5.14577
N -1.05038 -0.18907 2.75535
H -0.06795 2.10188 2.21729
H 1.18373 1.48074 3.37611
H 0.11875 2.77377 3.82027
H -0.30602 0.40127 4.69455
H -2.47199 2.03641 3.30260
H -1.92109 2.30867 4.97220
H -4.15345 1.87293 6.01753
H -4.99644 0.45643 5.35931
H -4.68811 1.82271 4.34528
H -1.93524 0.01768 2.28207
H -0.46297 0.25451 2.05582
*
```

Results
Calculated total energy (a.u.): -2313.4956
HOMO level (eV): -5.51
Kohn-Sham gap (eV): 8.152
LUMO (Ha): 0.0973



# 3
Density functional theory data (ωB97M-V with the def2-TZVPD basis set) for a 15-piece molecular cluster, C26H72BO33 overall.

Structure (ORCA input):
```
! RIJCOSX wB97M-V def2-TZVPD def2/J DEFGRID3
* xyz -1 1
O 7.26000 -12.12285 -12.34854
C 7.37197 -12.55649 -13.46421
O 7.42900 -11.85717 -14.57024
B 7.62193 -12.73934 -15.75809
O 7.68270 -14.09240 -15.16062
C 7.53825 -14.03441 -13.85645
O 7.48441 -14.96021 -13.09508
O 8.89265 -12.39390 -16.41983
C 8.60640 -11.84780 -17.59890
O 9.35755 -11.40958 -18.40981
C 7.07156 -11.87245 -17.78332
O 6.56213 -12.54597 -16.77846
O 6.51592 -11.41055 -18.73555
O 11.41894 -13.09588 -15.14813
H 11.85846 -13.93102 -15.33974
H 10.47715 -13.28876 -15.23686
O 9.72425 -13.03979 -10.32824
H 9.54001 -12.97538 -9.38575
H 8.94973 -12.65270 -10.76028
O 7.92154 -17.38551 -11.58736
H 8.08282 -16.55932 -12.07079
H 6.97347 -17.38437 -11.42807
C 3.56563 -12.20574 -13.68416
C 2.84632 -11.16677 -12.85874
O 1.48665 -11.48755 -12.52915
O 3.58881 -13.50119 -13.08043
H 4.61631 -11.89045 -13.75320
H 3.15367 -12.30456 -14.68856
H 2.77837 -10.26805 -13.49032
H 3.37261 -10.96548 -11.92673
H 0.93846 -11.19867 -13.26120
H 4.08832 -13.38727 -12.25346
C 6.39513 -10.28292 -9.10117
C 7.58454 -10.16951 -8.09726
O 7.40236 -9.06697 -7.23342
O 5.39232 -11.18323 -8.63396
H 6.81268 -10.61118 -10.05281
H 5.93914 -9.29999 -9.22863
H 8.52916 -10.03088 -8.61934
H 7.65404 -11.14981 -7.60947
H 6.64305 -9.15934 -6.65427
H 5.11657 -10.91519 -7.75318
C 4.36119 -15.13411 -9.62536
C 5.27813 -14.17708 -10.36294
O 4.67147 -12.88811 -10.51392
O 3.11499 -15.33217 -10.29241
H 4.11648 -14.59876 -8.69805
H 4.86812 -16.05966 -9.35930
H 5.68254 -14.49863 -11.32480
H 6.17923 -13.98027 -9.76546
H 4.94064 -12.32179 -9.75397
H 2.63265 -14.51575 -10.12552
C 4.34903 -11.06286 -22.63808
C 4.01801 -11.53360 -21.23990
O 2.76750 -11.02780 -20.79069
O 3.48257 -11.58060 -23.63631
H 5.36467 -11.38655 -22.89374
H 4.44137 -9.97886 -22.57261
H 4.82267 -11.28081 -20.54017
H 4.02520 -12.63184 -21.15599
H 2.10645 -11.70191 -20.96235
H 3.60707 -12.53277 -23.65755
C 8.13286 -9.13134 -20.50139
C 8.18278 -10.40260 -21.33189
O 7.58273 -10.16859 -22.62906
O 8.74308 -8.00535 -21.11948
H 8.68305 -9.23969 -19.55944
H 7.10021 -8.93994 -20.20521
H 7.52271 -11.17269 -20.92630
H 9.21366 -10.76945 -21.37318
H 8.06440 -10.74271 -23.23091
H 9.60825 -8.26327 -21.44814
C 5.13364 -16.76158 -15.60388
C 3.82339 -16.22845 -15.05352
O 2.74392 -17.04530 -15.55411
O 5.53795 -18.00397 -14.99531
H 5.95306 -16.07930 -15.34836
H 5.10423 -16.90150 -16.67928
H 3.59910 -15.19891 -15.33766
H 3.79877 -16.33439 -13.96268
H 2.18991 -17.27374 -14.80774
H 5.52703 -17.82190 -14.04910
C 4.50779 -15.99369 -19.48403
C 5.14601 -14.77359 -18.90556
O 4.51822 -14.34658 -17.71154
O 3.25928 -15.73123 -20.11353
H 4.34781 -16.70743 -18.66514
H 5.19737 -16.47899 -20.18632
H 5.18489 -13.99756 -19.68086
H 6.16264 -15.05526 -18.60111
H 5.03898 -13.67537 -17.25496
H 2.71794 -16.51822 -20.03613
C 12.00334 -12.85317 -18.53020
C 11.38554 -13.38594 -19.80864
O 11.12303 -14.77320 -19.62848
O 13.37334 -13.29716 -18.48051
H 11.45938 -13.27710 -17.68743
H 12.01699 -11.76659 -18.44730
H 12.03413 -13.18881 -20.66570
H 10.42660 -12.89035 -19.98716
H 10.88704 -15.20860 -20.44805
H 13.48169 -13.79598 -17.66980
C 10.65027 -8.86400 -13.92767
C 9.90041 -9.21385 -15.21115
O 10.17635 -8.31550 -16.26583
O 10.43083 -7.48504 -13.60906
H 11.73042 -8.94746 -14.04877
H 10.27590 -9.39661 -13.04949
H 8.84666 -9.21498 -14.92919
H 10.13313 -10.21923 -15.58129
H 11.04830 -8.50042 -16.62083
H 9.61253 -7.31893 -13.11652
C 6.84756 -8.41813 -12.42837
C 6.16899 -9.05066 -13.62383
O 5.28908 -8.15631 -14.33342
O 7.73155 -7.37256 -12.80887
H 7.42027 -9.19600 -11.92255
H 6.06066 -7.99856 -11.78729
H 5.49803 -9.85541 -13.31770
H 6.86018 -9.49447 -14.33906
H 5.71215 -7.90838 -15.16008
H 7.31553 -6.92614 -13.55965
C 2.86922 -11.57898 -17.42672
C 2.86846 -10.12143 -17.82673
O 2.73410 -9.33643 -16.63213
O 1.53740 -11.97591 -17.09880
H 3.56834 -11.77001 -16.60852
H 3.20192 -12.20531 -18.25321
H 1.98559 -9.90383 -18.42871
H 3.72474 -9.86219 -18.45398
H 3.42530 -8.68163 -16.53684
H 1.32809 -11.52522 -16.27259
*
```

Results
Calculated total energy (a.u.): -3541.7512
HOMO level (eV): -7.63
Energy above the lowest of the compared OMol25 structures with the same formula, charge and spin (kcal/mol): 0.0
Kohn-Sham gap (eV): 8.974
LUMO (Ha): 0.0492



# 4
Density functional theory data (ωB97M-V with the def2-TZVPD basis set) for a 8-piece molecular cluster, C26H72F6N6O12S2 overall.

Structure (ORCA input):
```
! RIJCOSX wB97M-V def2-TZVPD def2/J DEFGRID3
* xyz 4 1
C 3.06955 10.05931 24.33383
C 3.38547 9.83152 22.86496
C 2.81546 10.75553 21.82612
O 3.61221 11.95114 21.77663
C 2.91713 13.02197 21.20387
N 4.87197 9.87152 22.63248
H 5.38734 9.38287 23.37320
H 5.15124 9.46631 21.73895
H 5.21811 10.84347 22.67056
H 3.19933 11.08887 24.58103
H 3.72273 9.43258 24.86185
H 2.12811 9.66474 24.55631
H 3.13705 8.76833 22.42711
H 1.81529 10.95265 22.19403
H 2.84046 10.21963 20.90902
H 2.71139 12.96839 20.16919
H 3.47727 13.89515 21.30523
H 1.88994 13.18669 21.59574
C 7.46523 -2.54200 22.04336
C 8.62678 -2.64128 23.03225
C 9.77645 -1.76587 22.45494
O 10.67045 -1.43371 23.54249
C 11.80816 -0.61537 23.00471
N 8.23434 -2.01166 24.29987
H 7.64758 -2.62580 24.85819
H 9.12001 -1.90376 24.77291
H 7.81596 -1.06745 24.17645
H 7.38597 -1.57583 21.52225
H 6.48529 -2.61861 22.53064
H 7.53120 -3.25140 21.22576
H 8.89444 -3.62531 23.36193
H 9.35412 -0.80304 22.14911
H 10.24954 -2.33183 21.69586
H 12.32997 -1.19834 22.26541
H 12.25520 -0.27297 23.89913
H 11.28491 0.21100 22.51856
C 1.92010 -0.07999 29.73389
C 0.81999 0.41709 28.88988
C 0.16776 -0.62133 28.05591
O -0.98081 -0.07806 27.54853
C -1.87106 -1.05029 27.14575
N -0.22940 1.12739 29.70120
H -0.61078 0.57704 30.43209
H 0.16263 1.96138 30.19030
H -1.05936 1.38341 29.09812
H 2.31137 0.64184 30.44346
H 2.76774 -0.32277 29.09445
H 1.71926 -1.00303 30.29317
H 1.18748 1.32543 28.27009
H -0.01099 -1.57605 28.58671
H 0.90359 -0.90520 27.26203
H -1.46360 -1.57454 26.31161
H -2.80776 -0.57367 26.92369
H -2.10362 -1.71656 28.00301
C 15.09632 4.27385 29.22387
C 15.07968 3.85804 30.71013
C 15.78724 4.84211 31.64054
O 15.35546 4.50162 32.90115
C 15.66951 5.39462 33.92914
N 13.63813 3.67276 31.21710
H 13.65466 3.78508 32.22272
H 13.14171 4.49078 30.83589
H 13.18182 2.80282 31.05016
H 14.22107 4.83788 28.88109
H 15.17353 3.42139 28.54747
H 15.82878 5.07882 28.89176
H 15.49074 2.86231 30.80507
H 15.36930 5.83729 31.31804
H 16.88325 4.74914 31.57952
H 15.10180 5.08878 34.75169
H 15.41338 6.40521 33.56097
H 16.74208 5.33752 34.06649
C 4.84377 1.85824 13.79397
C 3.46669 1.99430 14.41517
C 3.43702 1.43606 15.84446
O 3.80524 2.45001 16.68475
C 3.98959 2.13751 18.06724
N 3.02684 3.44174 14.51261
H 3.25491 3.63710 15.52510
H 3.58151 4.05231 13.88950
H 2.00372 3.49626 14.42204
H 4.95211 0.83070 13.37864
H 5.58754 1.89898 14.61024
H 5.17240 2.56934 13.01827
H 2.72253 1.44790 13.79731
H 4.11090 0.57928 15.79162
H 2.47530 1.04040 16.14185
H 4.89310 1.49158 18.29448
H 3.07487 1.74651 18.45488
H 4.11719 3.04291 18.64744
C 13.84803 8.67947 22.54854
C 15.00863 7.72356 22.17201
C 16.35302 8.34004 22.02895
O 17.24915 7.39421 21.50411
C 17.88864 7.79264 20.29625
N 15.23404 6.58363 23.09206
H 15.92438 5.96756 22.56774
H 15.93265 6.79916 23.86832
H 14.33822 6.05590 23.29585
H 14.05217 9.25525 23.45509
H 13.00663 8.06403 22.80548
H 13.59628 9.31209 21.73367
H 14.87004 7.21019 21.18728
H 16.65986 8.66354 23.04719
H 16.35783 9.22190 21.36901
H 18.53016 6.91045 20.14214
H 18.50183 8.70261 20.37664
H 17.25057 7.90434 19.40247
C 12.26851 3.37695 25.02244
F 12.28310 2.77803 23.79084
F 11.05582 3.66036 25.40354
F 12.77308 2.40222 25.84410
S 13.51877 4.70138 25.22000
O 14.69779 3.89876 25.17805
O 13.17615 5.56202 24.08853
O 13.24952 5.29653 26.54142
C 5.18878 2.10402 22.99400
F 3.95802 1.63123 23.28688
F 5.02374 3.01593 22.00043
F 5.69890 2.75887 23.99411
S 6.23826 0.66558 22.42955
O 7.49017 1.25084 21.99889
O 6.35400 -0.16469 23.65776
O 5.38277 0.10995 21.40676
*
```

Results
Calculated total energy (a.u.): -3659.4953
HOMO level (eV): -15.20
Energy above the lowest of the compared OMol25 structures with the same formula, charge and spin (kcal/mol): 1.7
Kohn-Sham gap (eV): 8.435
LUMO (Ha): -0.2487